C9H11FN2S | ωB97M-V/def2-TZVPD

Its total charge is 0. Its energy above the lowest of the compared OMol25 structures with the same formula, charge and spin is 44.7 kcal/mol. The total energy comes out at -956.98089 Ha. The HOMO energy is -8.3 eV. The SMILES is CN/C(=N\c1ccccc1F)SC. The LUMO energy comes out at 0.7 eV. The spin multiplicity is 1.

Geometry (Å):
C1 2.372 2.285 0.598
C2 1.407 -0.017 0.337
C3 2.855 -1.999 -0.612
C4 -0.943 -0.556 -0.138
C5 -1.851 -1.429 0.423
C6 -3.214 -1.080 0.615
C7 -3.643 0.062 0.087
C8 -2.907 0.809 -0.691
C9 -1.609 0.559 -0.680
H1 2.881 2.070 -0.456
H2 2.847 1.964 1.578
H3 2.170 3.400 0.615
H4 0.259 1.559 0.346
H5 3.942 -2.412 -0.894
H6 2.384 -2.126 -1.651
H7 2.350 -2.644 0.040
H8 -1.419 -2.237 1.063
H9 -3.704 -1.893 1.153
H10 -4.723 0.150 0.264
H11 -3.333 1.737 -1.254
N1 1.259 1.255 0.773
N2 0.432 -0.811 -0.209
F1 -0.864 1.654 -1.068
S1 3.053 -0.299 -0.239

***

C4H7MnO3 | ωB97M-V/def2-TZVPD

Its total charge is 0. Its energy above the lowest of the compared OMol25 structures with the same formula, charge and spin is 22.0 kcal/mol. The total energy comes out at -1533.17890 Ha. The HOMO energy (alpha / beta) is -5.3 / -8.1 eV. As for the expectation value of S²: 12.00. The LUMO energy (alpha / beta) comes out at 0.5 / 0.2 eV. The spin multiplicity is 7.

Geometry (Å):
H1 -2.523 -1.291 0.513
O1 0.451 0.536 0.972
C1 0.652 0.143 -0.268
O2 0.140 -0.837 -0.790
O3 1.455 0.971 -0.869
C2 1.718 0.764 -2.262
H2 2.179 -0.219 -2.413
H3 0.784 0.839 -2.832
H4 2.408 1.561 -2.549
C3 -0.386 -0.212 1.810
H5 0.127 -1.036 2.307
C4 -1.633 0.204 2.073
H6 -2.003 1.150 1.673
H7 -2.195 -0.308 2.854
Mn1 -1.174 -2.265 -0.220